# 1
The following is a DFT calculation (ωB97M-V/def2-TZVPD) of the molecule C6H9N.

Structure (XYZ):
```
16
Properties=species:S:1:pos:R:3
C -1.140 -1.529 0.470
C -0.132 -0.707 1.143
C 1.062 -0.013 0.229
C 0.528 1.452 0.244
C -0.318 0.973 -0.938
C 0.538 -0.189 -1.109
N -1.393 -0.186 0.906
H -1.669 -2.361 0.941
H -0.959 -1.701 -0.615
H 0.268 -0.851 2.147
H 2.074 -0.291 0.530
H -0.012 1.761 1.136
H 1.284 2.190 -0.045
H -1.284 1.250 -1.345
H 0.611 -0.908 -1.914
H 0.541 1.109 -1.779
```

Computed properties:
LUMO level in eV: 0.517
Charge: 0
2S+1: 1
Gap between HOMO and LUMO in eV: 7.89



# 2
The following is a DFT calculation (ωB97M-V/def2-TZVPD) of the molecule C5H8O2.

Structure (XYZ):
```
15
Properties=species:S:1:pos:R:3
O 0.342 -0.133 2.491
C 0.795 0.697 1.734
C 0.110 1.161 0.469
C -0.401 0.091 -0.491
O -1.578 0.474 -1.157
C 0.547 -0.691 -1.341
C -0.250 -1.382 -0.263
H 1.748 1.209 1.968
H 0.766 1.875 -0.049
H -0.767 1.724 0.815
H -2.309 0.111 -0.640
H 1.619 -0.553 -1.202
H 0.221 -0.837 -2.365
H -1.077 -1.996 -0.606
H 0.233 -1.748 0.638
```

Computed properties:
LUMO level in eV: 0.827
SMILES: O=CCC1(O)CC1
Charge: 0
2S+1: 1
Gap between HOMO and LUMO in eV: 10.70



# 3
The following is a DFT calculation (ωB97M-V/def2-TZVPD) of a structure of composition C6H10O.

Structure (XYZ):
```
17
Properties=species:S:1:pos:R:3
O -1.085 -0.661 1.416
C -1.427 -0.481 0.147
C -0.527 -1.185 -0.862
C 0.938 -0.864 -0.506
C 1.165 0.609 -0.124
C 0.031 1.568 0.016
C 0.619 1.163 1.179
H -2.510 -0.494 -0.038
H -0.692 -2.271 -0.850
H -0.766 -0.825 -1.871
H 1.583 -1.108 -1.358
H 1.255 -1.504 0.325
H 2.089 1.040 -0.516
H -0.300 2.487 -0.457
H -1.148 0.706 -0.120
H 1.038 1.709 2.013
H -0.262 0.110 1.605
```

Computed properties:
LUMO level in eV: 0.711
Charge: 0
2S+1: 1
Gap between HOMO and LUMO in eV: 9.61



# 4
The following is a DFT calculation (ωB97M-V/def2-TZVPD) of the molecule C18H29NO5.

Structure (XYZ):
```
53
Properties=species:S:1:pos:R:3
C 1.365 -0.502 -2.365
C 2.255 0.439 -1.567
O 1.847 0.440 -0.201
C 1.553 1.603 0.368
O 1.572 2.666 -0.204
C 1.148 1.474 1.836
C 2.236 2.195 2.657
C 3.642 1.617 2.466
O 4.114 1.647 1.141
C 4.506 2.919 0.677
C -0.183 2.219 2.020
C -1.313 1.490 1.303
N -1.460 0.155 1.850
C -2.654 -0.527 1.371
C -2.640 -0.825 -0.097
C -2.950 -0.057 -1.183
C -2.631 -0.831 -2.325
C -2.144 -2.016 -1.859
C -1.660 -3.242 -2.570
O -2.619 -3.800 -3.441
C -3.759 -4.292 -2.780
O -2.151 -2.018 -0.507
C -0.256 -0.627 1.629
C 0.951 0.028 2.296
H 1.408 -1.504 -1.944
H 0.332 -0.161 -2.342
H 1.700 -0.536 -3.397
H 3.297 0.105 -1.586
H 2.195 1.462 -1.953
H 2.242 3.247 2.364
H 1.983 2.139 3.717
H 4.339 2.161 3.123
H 3.657 0.561 2.747
H 3.645 3.559 0.464
H 5.161 3.416 1.402
H 5.055 2.748 -0.248
H -0.094 3.230 1.621
H -0.414 2.276 3.085
H -2.251 2.028 1.459
H -1.104 1.473 0.219
H -2.740 -1.468 1.922
H -3.516 0.102 1.607
H -3.361 0.932 -1.172
H -2.748 -0.550 -3.352
H -1.349 -3.978 -1.813
H -0.807 -3.000 -3.210
H -4.400 -4.718 -3.549
H -4.299 -3.494 -2.258
H -3.490 -5.070 -2.055
H -0.413 -1.617 2.067
H -0.047 -0.760 0.557
H 1.834 -0.568 2.070
H 0.795 0.035 3.376
```

Computed properties:
LUMO level in eV: 0.819
SMILES: CCOC(=O)C1(CCOC)CCN(Cc2ccc(COC)o2)CC1
Charge: 0
2S+1: 1
Gap between HOMO and LUMO in eV: 9.21



# 5
The following is a DFT calculation (ωB97M-V/def2-TZVPD) of the ion C5H11N2 with charge +1 at a distorted geometry.

Structure (XYZ):
```
18
Properties=species:S:1:pos:R:3
C 1.826 0.194 0.153
C 0.376 -0.183 0.061
C -0.693 0.832 -0.114
N -0.425 2.088 -0.188
N -1.975 0.452 -0.181
C 0.034 -1.537 -0.666
C 0.018 -1.523 0.852
H 1.786 1.238 0.442
H 2.413 0.218 -0.789
H 2.410 -0.542 0.855
H -1.208 2.753 -0.359
H 0.500 2.335 -0.081
H -2.196 -0.538 -0.236
H -2.668 1.243 -0.281
H 0.804 -2.072 -1.266
H -0.978 -1.549 -1.069
H -0.894 -1.611 1.383
H 0.872 -1.798 1.485
```

Computed properties:
LUMO level in eV: -3.133
SMILES: CC1(C(N)=[NH2+])CC1
Charge: +1
2S+1: 1
Gap between HOMO and LUMO in eV: 11.42



# 6
The following is a DFT calculation (ωB97M-V/def2-TZVPD) of the molecule C3H4S at a distorted geometry.

Structure (XYZ):
```
8
Properties=species:S:1:pos:R:3
C 0.600 0.522 0.104
C -0.828 0.299 -0.236
S -1.423 -0.728 1.213
C 0.251 -0.825 -0.239
H 0.892 0.603 1.099
H 1.242 1.051 -0.572
H -1.509 0.806 -0.813
H 0.775 -1.727 -0.556
```

Computed properties:
LUMO level in eV: 0.081
SMILES: C1[C@@H]2S[C@H]12
Charge: 0
2S+1: 1
Gap between HOMO and LUMO in eV: 8.56



# 7
The following is a DFT calculation (ωB97M-V/def2-TZVPD) of a structure of composition C28H78CsF3O14 at a distorted geometry.

Structure (XYZ):
```
124
Properties=species:S:1:pos:R:3
Cs -0.128 0.143 -0.213
C -2.744 1.749 2.528
O -3.422 0.806 3.402
O -3.573 1.692 1.374
C -2.481 3.208 3.153
F -1.916 4.127 2.321
F -3.648 3.804 3.615
F -1.581 3.035 4.139
C -2.826 0.523 4.743
C -3.723 -0.542 5.370
H -4.777 -0.266 5.344
H -3.431 -1.512 4.968
H -3.532 -0.552 6.443
H -2.823 1.349 5.455
H -1.812 0.126 4.699
H -1.706 1.465 2.357
C -0.373 -2.957 4.247
C 0.681 -2.134 3.494
O 0.250 -1.004 2.879
H 0.033 -3.691 4.943
H -1.122 -3.451 3.628
H -0.993 -2.395 4.945
H 1.128 -2.754 2.718
H 1.426 -1.912 4.258
H 0.193 -0.224 3.435
C 1.113 1.727 -6.123
C 2.151 1.864 -5.000
O 1.527 1.684 -3.716
H 1.575 1.987 -7.076
H 0.210 2.322 -5.988
H 0.766 0.694 -6.102
H 2.553 2.870 -4.878
H 2.895 1.081 -5.144
H 1.233 2.531 -3.373
C 1.824 5.127 1.375
C 1.445 6.005 0.262
O 1.869 5.335 -0.970
H 2.591 4.409 1.082
H 0.930 4.555 1.624
H 2.003 5.634 2.323
H 2.017 6.932 0.314
H 0.382 6.249 0.263
H 2.086 6.018 -1.610
C 3.479 -3.475 1.046
C 3.477 -4.540 2.170
O 2.774 -5.737 1.775
H 3.996 -3.848 0.162
H 4.000 -2.544 1.270
H 2.442 -3.209 0.839
H 3.011 -4.015 3.004
H 4.511 -4.729 2.459
H 2.921 -6.451 2.399
C -0.685 -4.185 -0.971
C 0.125 -5.399 -0.440
O 1.525 -5.251 -0.661
H -1.769 -4.291 -0.926
H -0.352 -4.223 -2.008
H -0.370 -3.211 -0.595
H -0.216 -6.238 -1.047
H -0.191 -5.547 0.593
H 2.117 -5.452 0.068
C 4.326 1.923 3.245
C 3.172 1.054 2.802
O 2.329 1.632 1.889
H 4.730 1.455 4.143
H 4.032 2.914 3.592
H 5.217 1.923 2.618
H 2.495 0.737 3.595
H 3.410 0.059 2.426
H 2.680 1.341 1.044
C -2.366 -3.104 -3.725
C -3.089 -1.802 -3.245
O -2.512 -1.318 -2.071
H -1.315 -2.878 -3.905
H -2.790 -3.419 -4.678
H -2.502 -3.938 -3.036
H -4.138 -2.095 -3.267
H -3.062 -1.058 -4.042
H -2.957 -0.565 -1.674
C -1.038 3.691 -3.070
C -1.123 3.535 -1.572
O 0.137 3.116 -1.130
H -1.748 4.418 -3.466
H -1.098 2.751 -3.619
H -0.060 4.123 -3.280
H -1.924 2.810 -1.426
H -1.427 4.472 -1.105
H 0.664 3.909 -1.004
C -3.523 -3.950 2.426
C -3.545 -2.445 2.147
O -4.772 -1.709 2.562
H -2.634 -4.468 2.067
H -4.421 -4.540 2.241
H -3.366 -4.121 3.491
H -3.402 -2.167 1.103
H -2.660 -1.979 2.581
H -4.624 -0.767 2.454
C 4.559 2.735 -0.711
C 4.422 1.264 -0.520
O 2.970 1.178 -0.502
H 5.562 3.101 -0.492
H 3.896 3.392 -0.147
H 4.295 2.842 -1.763
H 4.749 0.968 0.477
H 4.893 0.575 -1.220
H 2.629 0.935 -1.365
C -4.532 2.280 -3.771
C -4.657 2.260 -2.237
O -3.679 1.344 -1.736
H -5.150 3.053 -4.228
H -5.041 1.386 -4.130
H -3.474 2.210 -4.022
H -5.663 1.943 -1.962
H -4.449 3.197 -1.720
H -3.871 1.207 -0.806
C 1.469 -2.078 -3.681
C 2.655 -1.963 -2.765
O 2.160 -1.934 -1.511
H 1.820 -2.045 -4.712
H 0.815 -1.207 -3.639
H 0.906 -2.970 -3.407
H 3.066 -0.970 -2.947
H 3.443 -2.696 -2.939
H 2.042 -2.863 -1.300
```

Computed properties:
LUMO level in eV: -0.060
Charge: 0
2S+1: 1
Gap between HOMO and LUMO in eV: 6.82



# 8
The following is a DFT calculation (ωB97M-V/def2-TZVPD) of a cluster of 2 separate species, C5H14NS in total at a distorted geometry.

Structure (XYZ):
```
21
Properties=species:S:1:pos:R:3
C 0.369 1.504 -2.683
C 0.538 0.621 -1.444
C -0.734 -0.136 -1.015
C -0.336 -0.958 0.175
S -1.016 -0.117 3.504
C -0.023 -1.596 3.156
N 1.160 1.400 -0.359
H 1.318 1.974 -2.939
H 0.025 0.928 -3.498
H -0.384 2.348 -2.481
H 1.244 -0.255 -1.687
H -0.961 -0.756 -1.931
H -1.552 0.500 -0.817
H 0.481 -1.717 -0.124
H -1.242 -1.397 0.522
H -0.584 -2.288 2.588
H 0.848 -1.314 2.571
H 0.354 -2.054 4.087
H 0.848 0.844 0.412
H -0.974 0.153 2.207
H 0.623 2.317 -0.246
```

Computed properties:
LUMO level in eV: -8.817
Charge: +1
2S+1: 1
Gap between HOMO and LUMO in eV: 4.30



# 9
The following is a DFT calculation (ωB97M-V/def2-TZVPD) of a cluster of 8 separate species, C11H38O11 in total at a distorted geometry.

Structure (XYZ):
```
60
Properties=species:S:1:pos:R:3
O -1.301 4.496 2.327
C -1.670 3.134 2.194
C -2.452 3.019 0.910
O -3.161 1.771 0.902
H -1.073 4.685 3.240
H -0.765 2.515 2.128
H -2.266 2.760 3.031
H -1.805 3.102 0.030
H -3.143 3.864 0.828
H -3.879 1.848 0.268
O 0.990 0.635 -4.161
C 0.513 -0.712 -4.190
C 0.471 -1.307 -5.600
O -0.818 -1.265 -6.200
H 0.268 1.239 -4.361
H 1.196 -1.294 -3.571
H -0.493 -0.794 -3.766
H 0.776 -2.353 -5.572
H 1.214 -0.787 -6.217
H -0.987 -0.371 -6.508
O 1.465 0.639 -0.135
C 0.187 0.155 -0.518
C -0.519 -0.368 0.710
O -1.875 -0.674 0.364
H 1.900 1.089 -0.877
H -0.415 0.969 -0.941
H 0.295 -0.641 -1.262
H -0.509 0.378 1.509
H -0.092 -1.312 1.043
H -2.403 0.113 0.563
C 4.072 1.361 -2.233
O 2.780 1.947 -2.348
H 4.754 2.098 -1.809
H 4.082 0.490 -1.572
H 4.494 1.103 -3.209
H 2.294 1.478 -3.042
C 0.592 -1.925 3.662
O 0.863 -2.712 4.803
H 1.186 -1.012 3.724
H 0.973 -2.403 2.749
H -0.461 -1.662 3.541
H 0.377 -3.535 4.707
C -1.318 -3.367 -1.244
O -0.499 -4.300 -1.931
H -1.465 -2.439 -1.805
H -2.276 -3.846 -1.076
H -0.856 -3.091 -0.292
H 0.378 -3.931 -2.060
C 3.772 0.939 2.557
O 4.086 0.882 1.186
H 4.686 0.776 3.123
H 3.343 1.906 2.851
H 3.037 0.173 2.835
H 3.253 0.831 0.702
C -3.552 -0.778 2.979
O -4.388 -0.645 4.134
H -4.159 -0.579 2.103
H -2.744 -0.047 3.033
H -3.142 -1.787 2.885
H -3.812 -0.460 4.880
```

Computed properties:
LUMO level in eV: 0.119
SMILES: OCCO.OCCO.OCCO.CO.CO.CO.CO.CO
Charge: 0
2S+1: 1
Gap between HOMO and LUMO in eV: 10.01



# 10
The following is a DFT calculation (ωB97M-V/def2-TZVPD) of a cluster of 2 separate species, CF3O5PS in total at a distorted geometry.

Structure (XYZ):
```
11
Properties=species:S:1:pos:R:3
C -1.096 -0.571 -0.016
O 2.711 0.968 -0.451
O 1.189 -0.844 -1.410
O 1.895 -0.905 1.077
O -0.358 1.178 1.753
O -1.732 2.320 -0.867
F -2.242 -0.539 0.717
F -1.479 -0.743 -1.276
F -0.499 -1.690 0.378
P 1.790 -0.183 -0.220
S -0.178 1.009 0.316
```

Computed properties:
LUMO level (alpha / beta) in eV: 5.922 / 6.644
Charge: -2
2S+1: 1
Gap between HOMO and LUMO (alpha / beta) in eV: 7.42 / 7.56



# 11
The following is a DFT calculation (ωB97M-V/def2-TZVPD) of a structure of composition C4H12MnN3O11S at a distorted geometry.

Structure (XYZ):
```
32
Properties=species:S:1:pos:R:3
Mn 0.466 -0.225 -0.671
C 1.902 -2.951 -2.077
O 1.692 -1.756 -1.409
H 2.026 -3.832 -1.447
H 1.077 -3.210 -2.741
H 2.856 -2.907 -2.602
S -0.659 2.057 -1.625
O -2.009 2.203 -2.094
O -0.266 3.402 -1.751
O -0.540 1.539 -0.281
O 0.099 1.045 -2.337
C -3.269 -1.507 -2.412
N -2.918 -1.277 -1.020
O -1.837 -0.743 -0.713
O -3.761 -1.677 -0.164
H -3.825 -0.632 -2.748
H -3.873 -2.411 -2.327
H -2.329 -1.686 -2.933
C -0.180 -0.177 3.930
N -0.135 -1.068 2.697
O -0.107 -0.518 1.626
O -0.099 -2.282 2.834
H -0.784 0.722 3.809
H 0.818 0.151 4.222
H -0.510 -0.761 4.789
C 2.438 3.231 0.853
N 2.193 1.843 1.359
O 2.053 0.980 0.546
O 2.005 1.670 2.593
H 3.504 3.449 0.912
H 1.812 3.956 1.373
H 2.161 3.372 -0.192
```

Computed properties:
<S²>: 8.76
LUMO level (alpha / beta) in eV: 2.219 / 2.172
Charge: -1
2S+1: 6
Gap between HOMO and LUMO (alpha / beta) in eV: 6.29 / 6.26



# 12
The following is a DFT calculation (ωB97M-V/def2-TZVPD) of a cluster of 2 separate species, C12H17N in total at a distorted geometry.

Structure (XYZ):
```
30
Properties=species:S:1:pos:R:3
C -2.445 1.307 1.119
C -1.112 1.561 0.633
C -0.530 2.763 1.130
N 0.684 3.067 0.494
C 1.006 1.878 -0.127
C 2.217 1.402 -0.704
C 2.245 0.149 -1.280
C 1.029 -0.603 -1.466
C -0.129 -0.251 -0.831
C -0.145 0.990 -0.160
H -3.015 0.714 0.385
H -3.129 2.123 1.147
H -2.479 0.953 2.105
H -1.121 3.497 1.741
H 1.351 3.718 0.822
H 3.178 1.958 -0.555
H 3.203 -0.192 -1.511
H 0.875 -1.446 -2.166
H -1.161 -0.641 -1.039
C 0.610 -3.813 0.652
C -0.734 -2.995 0.641
C -1.622 -3.211 -0.580
H 1.410 -3.254 0.122
H 0.360 -4.862 0.157
H 0.875 -4.016 1.634
H -1.373 -3.390 1.477
H -0.692 -1.907 0.884
H -0.901 -3.307 -1.389
H -2.236 -4.150 -0.566
H -2.280 -2.326 -0.861
```

Computed properties:
LUMO level in eV: 0.960
SMILES: Cc1c[nH]c2ccccc12.CCC
Charge: 0
2S+1: 1
Gap between HOMO and LUMO in eV: 8.55



E_tot: -288.529929, -345.742982, -309.701022, -1134.202039, -306.358566, -514.753127, -2486.501885, -651.386714, -1269.394467, -1453.405458, -2700.483792, -522.137559 (hartree)
Molar mass: 95.1, 100.1, 98.1, 339.4, 99.2, 72.1, 828.8, 120.2, 346.4, 212.0, 365.2, 175.3 (g/mol)